# 1
The following is a DFT calculation (ωB97M-V/def2-TZVPD) of a cluster of 2 separate species, C6H5N3S3 in total in a non-equilibrium geometry.

Each line ends with the Mulliken charge.
Cartesian coordinates (Å):
C 1.50711 -0.88622 -0.32472  -0.203
C 0.26437 -1.52842 -0.41505  -0.662
C 0.47843 1.45767 -0.46843  -0.747
C 1.52272 0.59447 -0.27427  0.596
C -0.84091 -0.68006 -0.51071  0.686
C -0.77322 0.77433 -0.48242  0.697
N -2.16847 -0.90623 -0.60354  -0.466
N -2.01024 1.22943 -0.56660  -0.448
N -2.74329 0.18761 -0.66314  -0.372
S 3.12960 1.29629 -0.19056  -0.122
S -5.27514 0.58041 1.26643  -0.156
S 4.12991 0.43282 1.44131  -0.185
H 2.42688 -1.51677 -0.26154  0.222
H 0.11601 -2.65112 -0.37813  0.359
H 0.53746 2.50762 -0.37552  0.483
H -5.10505 -0.49248 2.17360  0.151
H 4.80383 -0.39933 0.63329  0.167

Cartesian forces (eV/Å) of the 3 atoms listed first:
-1.6 -0.4 0.1
0.2 -0.7 0.1
-0.1 -2.4 1.1

Spin multiplicity: 1
Relative energy (zero: lowest compared OMol25 entry of this formula, charge and spin) in eV: 1.932
LUMO energy (alpha / beta) in eV: -3.75 / -1.80
Highest occupied orbital energy (alpha / beta) in eV: -9.18 / -9.09
Gap between HOMO and LUMO (alpha / beta) in eV: 5.43 / 7.30
Net charge: 0



# 2
The following is a DFT calculation (ωB97M-V/def2-TZVPD) of a structure of composition C3H8NO in a non-equilibrium geometry.

Each line ends with the Mulliken charge.
Cartesian coordinates (Å):
C -0.48229 -0.71996 -0.30973  -0.604
O 0.41319 -1.32907 -1.28513  -0.839
C -0.83633 0.27139 1.35770  -0.246
C 0.36973 0.37529 0.51085  -0.960
N -1.86918 1.13460 1.40093  -0.974
H -1.30139 -0.27200 -0.88328  0.253
H -0.92746 -1.60794 0.19352  0.065
H -0.58580 -0.42595 2.18402  0.541
H 2.89526 0.05096 -2.93509  0.036
H 1.34350 -0.05499 0.77951  0.322
H 0.36965 1.30648 -0.06066  0.449
H 2.40319 -0.44783 -3.18756  -0.055
H -1.79207 1.71901 2.23491  0.013

Cartesian forces (eV/Å) of the 3 atoms listed first:
3.0 -1.7 -3.7
-0.5 0.0 0.0
1.1 1.2 3.1

Spin multiplicity: 2
Relative energy (zero: lowest compared OMol25 entry of this formula, charge and spin) in eV: 4.542
LUMO energy (alpha / beta) in eV: 8.17 / 7.96
Highest occupied orbital energy (alpha / beta) in eV: 4.44 / 2.28
Gap between HOMO and LUMO (alpha / beta) in eV: 3.73 / 5.68
Net charge: -2



# 3
The following is a DFT calculation (ωB97M-V/def2-TZVPD) of a structure of composition C28H77N7O15S2V2 in a non-equilibrium geometry.

Each line ends with the Mulliken charge.
Cartesian coordinates (Å):
V 1.65009 2.39784 0.16685  0.088
V 2.53505 -2.27103 2.15612  0.691
S 4.00941 0.62917 1.61180  1.036
O 3.10196 1.75193 1.28677  -0.840
O 4.43406 0.04822 0.39662  -0.799
O 5.20299 0.98948 2.39052  -0.711
O 3.10915 -0.33789 2.25410  -0.705
S 0.49726 -0.69597 -0.03925  0.309
O 0.82183 0.69911 0.28637  0.935
O -0.89482 -0.80961 -0.15984  -2.485
O 1.15009 -0.89086 -1.33105  -0.536
O 1.17760 -1.56337 0.93893  1.111
C 1.50879 -0.38788 5.12340  -1.630
C 0.34556 -1.10410 4.44280  0.001
C -0.47620 -0.10219 3.65903  1.638
O -1.14818 0.86276 4.41980  -0.114
C -2.09190 0.38549 5.28471  -0.926
N 0.91106 -2.14929 3.56783  -0.126
H 0.94095 0.36055 5.67614  0.526
H 2.20076 0.20749 4.52774  0.056
H 2.13679 -0.96858 5.79904  0.354
H -0.34432 -1.48782 5.19442  0.454
H -1.17637 -0.56761 2.96531  -0.203
H 0.10939 0.48351 2.95040  -1.424
H -2.70281 1.19728 5.67954  0.303
H -1.67909 -0.13073 6.15143  0.338
H -2.85879 -0.26009 4.85669  0.311
H 0.18693 -2.55169 2.99007  0.464
H 1.14357 -2.85866 4.24815  0.510
C -1.20123 4.43441 -2.28228  -1.809
C -0.89882 3.79221 -0.97953  0.809
C -2.19643 3.24176 -0.35651  -1.404
O -1.99454 2.60576 0.90946  0.157
C -3.21020 2.15317 1.42082  -0.532
N 0.06276 2.71793 -1.20870  1.543
H -1.84206 5.30552 -2.14586  0.531
H -1.63588 3.76416 -3.02386  0.278
H -0.31873 4.82383 -2.78986  0.432
H -0.45874 4.60363 -0.39986  0.010
H -2.80098 2.66336 -1.05512  0.251
H -2.63356 4.19101 -0.04677  0.830
H -3.77363 1.36651 0.91902  0.053
H -3.82206 3.02851 1.63878  0.403
H -3.00707 1.44632 2.22530  -0.167
H 0.35627 2.91109 -2.15561  0.091
H -0.58689 2.02051 -1.54285  -0.971
C 4.21087 0.21435 -3.04264  -1.701
C 3.23096 1.42327 -2.87238  0.948
C 2.02050 1.25034 -3.87992  -0.854
O 1.21432 2.47903 -3.92185  -0.232
C 1.57119 3.39671 -4.93740  -0.968
N 2.69248 1.30698 -1.50609  0.626
H 4.05166 -0.17832 -4.04691  0.555
H 4.04591 -0.68081 -2.44300  0.120
H 5.28051 0.42176 -3.07361  0.314
H 3.69150 2.39977 -3.02221  0.578
H 1.37727 0.45714 -3.49889  -0.306
H 2.44927 1.08681 -4.86861  0.660
H 0.64431 3.91885 -5.17480  0.250
H 1.98008 2.95253 -5.84493  0.380
H 2.21462 4.15495 -4.49112  0.328
H 2.13393 0.46929 -1.42600  -0.762
H 3.47413 0.81981 -1.09162  0.234
C -0.94258 4.17923 3.38281  -1.252
C 0.36717 4.17054 2.69467  0.287
C 1.57673 4.20451 3.80543  -1.111
O 1.76262 2.93009 4.44989  -0.016
C 2.38933 2.96705 5.72900  -0.957
N 0.39708 2.96625 1.83826  1.579
H -1.73658 4.36888 2.66053  0.245
H -0.97076 5.00046 4.09897  0.520
H -1.17639 3.28896 3.96665  0.152
H 0.32400 5.05310 2.05645  0.446
H 1.58707 5.06626 4.47280  0.601
H 2.44375 4.43882 3.18780  0.350
H 3.40386 3.34756 5.61056  0.365
H 2.53834 1.94371 6.07347  0.209
H 1.85139 3.59499 6.43922  0.353
H -0.54085 2.95819 1.46368  0.503
H 0.31798 2.36811 2.64824  -1.257
C -4.08201 -0.20858 -1.80985  -1.311
C -2.94525 -0.21049 -2.77829  1.014
C -3.35935 0.32969 -4.05391  -1.486
O -2.51768 0.32202 -5.18955  -0.388
C -2.01861 -0.96931 -5.53947  -0.564
N -1.73888 0.52182 -2.33345  0.487
H -3.64610 -0.76713 -0.98153  0.017
H -4.90845 -0.81042 -2.18787  0.545
H -4.37593 0.78269 -1.46475  0.211
H -2.70766 -1.24599 -3.02199  0.463
H -3.78486 1.32963 -3.96928  0.340
H -4.30080 -0.14869 -4.32396  0.614
H -2.62697 -1.81996 -5.23223  0.336
H -1.02921 -1.04133 -5.08780  0.042
H -1.97457 -0.93991 -6.62818  0.320
H -1.41112 -0.07111 -1.58437  -0.317
H -1.05498 0.18701 -2.99699  -0.330
C -3.35932 -3.27358 0.51191  -1.168
C -2.75847 -2.98077 1.93427  0.479
C -2.98708 -4.10050 2.93513  -0.898
O -4.45703 -4.17961 3.14096  -0.334
C -4.70889 -5.10123 4.23235  -0.767
N -1.40584 -2.64092 1.72490  0.352
H -4.39513 -2.96091 0.64398  0.358
H -3.34406 -4.35599 0.38441  0.380
H -2.89157 -2.67781 -0.27190  0.176
H -3.09723 -2.10909 2.49420  0.234
H -2.43474 -3.85357 3.84180  0.405
H -2.75095 -5.01646 2.39351  0.425
H -4.26387 -6.06821 3.99782  0.305
H -5.79390 -5.18953 4.17718  0.258
H -4.43949 -4.54305 5.12899  0.300
H -1.28332 -1.82997 1.13545  -0.301
H -0.94393 -3.42782 1.29186  0.295
C 3.44952 -4.85701 -2.71495  -1.762
C 3.05566 -3.43035 -2.89404  0.937
C 2.08442 -3.16713 -4.02783  -0.320
O 2.66212 -3.16729 -5.33786  -0.387
C 3.53876 -4.12114 -5.87702  -0.785
N 2.49791 -3.06707 -1.61923  -0.324
H 4.24037 -5.14677 -3.40683  0.429
H 2.68451 -5.61179 -2.89706  0.357
H 3.86259 -5.04798 -1.72450  0.459
H 3.94604 -2.80252 -2.92790  0.128
H 1.58902 -2.19677 -3.99493  0.010
H 1.26389 -3.88271 -3.97514  0.260
H 3.68521 -3.87609 -6.92897  0.273
H 3.21906 -5.16317 -5.88505  0.309
H 4.51390 -4.07564 -5.39212  0.316
H 1.87364 -3.74888 -1.21240  0.282
H 1.91616 -2.25276 -1.75553  0.007

Cartesian forces (eV/Å) of the 3 atoms listed first:
0.7 -3.2 0.0
0.2 2.3 -0.3
4.6 -0.5 1.2

Spin multiplicity: 6
LUMO energy (alpha / beta) in eV: -3.97 / -3.32
Highest occupied orbital energy (alpha / beta) in eV: -10.73 / -10.73
Gap between HOMO and LUMO (alpha / beta) in eV: 6.76 / 7.41
Net charge: +1



One value per record, in order, for DFT total energy: -1590.2807; -248.7436; -5308.9362 a.u..